1.
C63H88BNO5 | wB97M-V/def2-TZVPD

Last column: Mulliken charge in e.
CARTESIAN COORDINATES (ANGSTROEM)
C (4.57, -1.01, 3.72)  -1.652
C (4.41, -1.05, 2.20)  0.828
C (5.62, -0.52, 1.43)  -0.453
C (6.19, 0.83, 1.88)  -0.968
C (5.70, 2.02, 1.05)  -1.122
C (4.17, 2.21, 1.04)  -0.195
C (3.56, 2.27, -0.37)  0.086
C (2.50, 3.35, -0.51)  -1.074
C (1.39, 3.21, 0.53)  0.157
C (0.06, 3.83, 0.09)  -0.262
C (-0.85, 4.19, 1.28)  -1.318
C (-2.03, 3.21, 1.48)  0.520
C (-2.07, 2.59, 2.89)  -0.979
C (-2.14, 1.06, 2.95)  -1.304
C (-1.16, 0.33, 2.05)  0.793
C (-1.44, -1.20, 2.03)  -1.826
C (-1.65, -1.69, 0.59)  0.291
C (-0.31, -1.73, -0.11)  -1.104
C (-0.30, -1.96, -1.62)  1.007
B (1.27, -2.06, -1.97)  0.923
O (1.84, -3.17, -2.55)  -0.716
O (2.11, -1.00, -1.65)  -0.658
C (3.10, -1.30, -0.66)  -0.819
N (-0.85, -3.25, -2.07)  -0.158
C (-1.04, -3.14, -3.47)  0.491
O (-1.39, -4.06, -4.21)  -0.717
C (-0.73, -1.67, -3.87)  -1.184
C (-1.02, -0.97, -2.54)  0.014
C (-2.56, -0.94, -2.42)  -1.668
C (-3.15, 0.40, -1.90)  0.267
C (-4.55, 0.12, -1.32)  -0.752
C (-4.70, 0.39, 0.15)  0.362
O (-5.32, -0.36, 0.93)  -0.563
O (-4.18, 1.59, 0.59)  -0.472
H (5.52, -1.45, 3.99)  0.334
H (4.52, 0.01, 4.08)  0.340
H (3.79, -1.58, 4.20)  0.469
H (4.29, -2.10, 1.93)  0.565
H (3.48, -0.57, 1.91)  -0.564
H (6.40, -1.27, 1.54)  0.558
H (5.37, -0.43, 0.38)  0.081
H (7.27, 0.79, 1.73)  0.355
H (6.03, 1.04, 2.93)  0.370
H (6.09, 1.95, 0.04)  0.435
H (6.13, 2.91, 1.49)  0.365
H (3.95, 3.15, 1.52)  0.478
H (3.67, 1.45, 1.63)  0.249
H (3.13, 1.31, -0.65)  -0.759
H (4.36, 2.49, -1.08)  0.713
H (2.06, 3.29, -1.51)  0.489
H (2.97, 4.33, -0.44)  0.044
H (1.23, 2.14, 0.68)  -0.547
H (1.73, 3.62, 1.47)  0.622
H (0.28, 4.73, -0.48)  0.236
H (-0.44, 3.14, -0.59)  0.230
H (-0.24, 4.24, 2.17)  0.494
H (-1.24, 5.19, 1.12)  0.386
H (-1.96, 2.47, 0.70)  -0.795
H (-2.93, 3.78, 1.32)  0.823
H (-1.26, 2.95, 3.52)  0.773
H (-2.98, 2.95, 3.37)  0.017
H (-3.15, 0.70, 2.78)  0.291
H (-1.91, 0.77, 3.97)  0.583
H (-1.20, 0.66, 1.02)  -0.375
H (-0.15, 0.50, 2.41)  0.640
H (-2.29, -1.45, 2.65)  0.600
H (-0.54, -1.69, 2.39)  0.450
H (-2.12, -2.67, 0.64)  0.735
H (-2.34, -1.00, 0.12)  -0.560
H (0.24, -0.81, 0.06)  -0.565
H (0.25, -2.56, 0.33)  0.436
H (2.31, -2.97, -3.36)  0.219
H (3.55, -2.27, -0.81)  0.466
H (2.66, -1.28, 0.33)  0.151
H (3.85, -0.52, -0.68)  0.106
H (-1.70, -3.53, -1.60)  0.378
H (0.25, -1.50, -4.32)  0.357
H (-1.42, -1.44, -4.68)  0.493
H (-0.68, 0.06, -2.47)  1.097
H (-3.05, -1.13, -3.37)  0.612
H (-2.92, -1.72, -1.75)  0.503
H (-3.22, 1.09, -2.73)  0.689
H (-2.46, 0.75, -1.14)  -0.489
H (-4.86, -0.90, -1.50)  0.460
H (-5.26, 0.78, -1.80)  0.456
H (-3.22, 1.53, 0.57)  -0.213
C (1.59, 7.40, -2.69)  -0.388
C (2.56, 7.15, -1.73)  -0.257
C (3.89, 7.00, -2.12)  -0.371
C (4.24, 7.10, -3.46)  -0.425
C (3.26, 7.34, -4.41)  -0.389
C (1.94, 7.49, -4.03)  -0.421
H (0.56, 7.52, -2.39)  0.380
H (2.29, 7.07, -0.69)  0.388
H (4.65, 6.80, -1.37)  0.393
H (5.27, 6.98, -3.76)  0.363
H (3.54, 7.41, -5.46)  0.366
H (1.18, 7.69, -4.77)  0.375
C (-0.86, 6.18, 7.76)  -0.348
C (-0.83, 6.23, 6.37)  -0.478
C (-1.80, 5.56, 5.64)  -0.151
C (-2.79, 4.84, 6.29)  -0.479
C (-2.81, 4.78, 7.67)  -0.386
C (-1.85, 5.46, 8.41)  -0.396
H (-0.11, 6.71, 8.33)  0.364
H (-0.06, 6.79, 5.86)  0.364
H (-1.78, 5.60, 4.55)  0.425
H (-3.55, 4.32, 5.71)  0.367
H (-3.58, 4.22, 8.18)  0.376
H (-1.86, 5.42, 9.49)  0.356
C (1.18, -8.09, 0.41)  -0.469
C (1.40, -7.06, -0.50)  -0.240
C (0.58, -5.94, -0.49)  -0.621
C (-0.45, -5.85, 0.43)  -0.026
C (-0.67, -6.87, 1.34)  -0.619
C (0.15, -8.00, 1.33)  -0.320
H (1.82, -8.96, 0.40)  0.373
H (2.20, -7.14, -1.22)  0.260
H (0.75, -5.14, -1.20)  0.535
H (-1.08, -4.97, 0.44)  0.279
H (-1.48, -6.80, 2.06)  0.372
H (-0.03, -8.80, 2.04)  0.368
C (3.79, -7.40, -5.40)  -0.582
C (4.64, -8.35, -5.96)  -0.295
C (5.48, -9.10, -5.14)  -0.422
C (5.46, -8.91, -3.77)  -0.411
C (4.62, -7.96, -3.21)  -0.445
C (3.78, -7.21, -4.02)  -0.079
H (3.14, -6.82, -6.03)  0.367
H (4.65, -8.50, -7.03)  0.354
H (6.13, -9.84, -5.58)  0.352
H (6.11, -9.50, -3.14)  0.352
H (4.61, -7.80, -2.14)  0.371
H (3.12, -6.47, -3.59)  0.448
C (-4.58, 1.11, -6.01)  -0.426
C (-3.96, 2.33, -6.25)  -0.408
C (-2.81, 2.38, -7.02)  -0.437
C (-2.28, 1.21, -7.55)  -0.368
C (-2.89, -0.01, -7.30)  -0.402
C (-4.05, -0.06, -6.53)  -0.357
H (-5.48, 1.07, -5.40)  0.415
H (-4.38, 3.23, -5.83)  0.398
H (-2.33, 3.33, -7.21)  0.395
H (-1.38, 1.25, -8.15)  0.384
H (-2.47, -0.92, -7.71)  0.418
H (-4.53, -1.01, -6.34)  0.387
C (-6.85, -2.49, 6.06)  -0.327
C (-7.07, -1.26, 6.65)  -0.402
C (-6.79, -0.09, 5.94)  -0.456
C (-6.28, -0.17, 4.65)  -0.406
C (-6.05, -1.41, 4.07)  -0.135
C (-6.34, -2.57, 4.77)  -0.586
H (-7.08, -3.40, 6.60)  0.357
H (-7.47, -1.20, 7.65)  0.357
H (-6.96, 0.87, 6.40)  0.371
H (-6.06, 0.74, 4.10)  0.413
H (-5.66, -1.46, 3.06)  0.464
H (-6.17, -3.53, 4.31)  0.366

Calculated values
LUMO (eV): 0.27
Maximum force (eV/Å): 3.135
Gap between HOMO and LUMO (eV): 9.372
Electronic energy (eV): -79164.0153
SMILES: CCCCCCCCCCCCCCCCCC[C@@]1(B(O)OC)NC(=O)C[C@H]1CCCC(=O)O.c1ccccc1.c1ccccc1.c1ccccc1.c1ccccc1.c1ccccc1.c1ccccc1



2.
C63H98N9O26 | wB97M-V/def2-TZVPD

Last column: Mulliken charge in e.
CARTESIAN COORDINATES (ANGSTROEM)
C (-7.48, 3.59, -3.58)  -1.167
C (-7.59, 3.45, -2.04)  -0.668
C (-9.05, 3.37, -1.59)  -0.704
C (-9.76, 4.80, -1.76)  -0.592
N (-11.33, 4.83, -1.52)  0.286
C (-11.70, 6.31, -1.81)  -0.684
C (-13.13, 6.33, -2.43)  -0.702
C (-13.37, 4.87, -2.81)  -0.594
C (-12.14, 4.07, -2.58)  -0.733
C (-11.60, 4.57, -0.05)  -1.034
C (-13.06, 4.45, 0.31)  0.159
C (-13.18, 4.21, 1.82)  -1.470
H (-7.68, 4.58, -3.98)  0.312
H (-8.24, 3.00, -4.10)  0.304
H (-6.50, 3.29, -3.96)  0.377
H (-7.01, 4.19, -1.48)  0.353
H (-7.11, 2.50, -1.80)  0.372
H (-9.03, 2.85, -0.63)  0.461
H (-9.70, 2.65, -2.08)  0.497
H (-9.56, 5.06, -2.80)  0.322
H (-9.46, 5.57, -1.04)  0.412
H (-11.48, 7.01, -1.00)  0.368
H (-11.13, 6.67, -2.67)  0.442
H (-13.85, 6.67, -1.68)  0.296
H (-13.19, 7.12, -3.18)  0.393
H (-14.14, 4.35, -2.24)  0.305
H (-13.64, 4.70, -3.85)  0.435
H (-12.40, 3.11, -2.15)  0.419
H (-11.62, 3.88, -3.52)  0.402
H (-11.14, 5.35, 0.56)  0.259
H (-10.95, 3.72, 0.12)  0.615
H (-13.58, 3.73, -0.32)  0.310
H (-13.52, 5.43, 0.20)  0.093
H (-13.00, 5.08, 2.45)  0.376
H (-12.56, 3.36, 2.08)  0.378
H (-14.25, 4.08, 1.97)  0.403
C (-2.76, 9.63, 2.93)  -1.370
C (-2.44, 11.17, 2.78)  0.314
C (-1.00, 11.46, 2.53)  -0.816
O (-0.86, 12.82, 2.60)  -0.369
C (0.50, 13.36, 2.75)  -0.805
N (-3.37, 11.88, 1.77)  -0.259
H (-2.93, 12.79, 1.69)  0.354
H (-3.26, 11.52, 0.83)  0.363
H (-4.36, 11.86, 1.99)  0.345
H (-3.65, 9.57, 3.57)  0.363
H (-2.01, 8.98, 3.37)  0.399
H (-2.94, 9.04, 2.03)  0.384
H (-2.69, 11.63, 3.73)  0.276
H (-0.74, 11.11, 1.53)  0.343
H (-0.26, 11.00, 3.18)  0.523
H (0.40, 14.39, 3.08)  0.290
H (1.06, 13.27, 1.82)  0.315
H (1.00, 13.02, 3.67)  0.350
C (0.97, 0.43, 2.40)  -1.315
C (1.29, 1.83, 2.86)  0.234
C (0.70, 2.90, 1.96)  -0.789
O (0.80, 2.60, 0.53)  -0.360
C (1.97, 3.02, -0.13)  -0.709
N (0.62, 2.01, 4.24)  -0.283
H (0.61, 2.96, 4.56)  0.353
H (-0.33, 1.70, 4.33)  0.377
H (1.16, 1.47, 4.91)  0.374
H (1.11, -0.28, 3.21)  0.426
H (1.58, 0.24, 1.51)  0.329
H (-0.08, 0.45, 2.10)  0.368
H (2.37, 1.89, 2.76)  0.278
H (1.13, 3.90, 2.07)  0.457
H (-0.37, 2.87, 2.13)  0.371
H (2.80, 2.40, 0.19)  0.313
H (2.30, 4.03, 0.13)  0.322
H (1.88, 2.83, -1.20)  0.255
C (-1.09, 5.46, -10.20)  -1.029
N (-0.60, 4.14, -10.39)  0.033
C (-1.08, 3.43, -11.41)  -0.170
C (-0.54, 2.18, -11.75)  -0.820
C (0.65, 1.69, -11.04)  0.610
C (1.16, 2.50, -9.96)  -0.841
C (0.48, 3.72, -9.66)  -0.146
C (1.26, 0.45, -11.43)  1.026
C (1.54, 0.04, -12.68)  -0.674
C (2.10, -1.21, -12.97)  -0.098
N (2.43, -2.04, -11.93)  -0.001
C (2.31, -1.66, -10.67)  -0.435
C (1.80, -0.41, -10.40)  -0.794
C (3.21, -3.25, -12.15)  -1.077
H (-0.73, 5.72, -9.21)  0.319
H (-2.18, 5.50, -10.25)  0.394
H (-0.57, 6.19, -10.83)  0.351
H (-1.84, 3.86, -12.04)  0.398
H (-0.93, 1.66, -12.61)  0.436
H (1.94, 2.14, -9.30)  0.417
H (0.92, 4.34, -8.90)  0.357
H (1.39, 0.72, -13.50)  0.430
H (2.45, -1.40, -13.97)  0.357
H (2.62, -2.41, -9.95)  0.473
H (1.80, -0.07, -9.38)  0.352
H (2.77, -4.14, -11.70)  0.364
H (4.23, -2.97, -11.89)  0.418
H (3.14, -3.47, -13.21)  0.336
C (8.51, -4.21, 1.28)  -0.946
N (7.90, -5.27, 2.10)  0.018
C (8.51, -6.42, 2.44)  -0.403
C (8.01, -7.21, 3.51)  -0.792
C (6.73, -6.92, 4.04)  1.119
C (6.21, -5.72, 3.65)  -0.808
C (6.75, -4.95, 2.65)  -0.201
C (6.13, -7.74, 5.12)  1.275
C (6.84, -8.64, 5.87)  -0.574
C (6.27, -9.46, 6.84)  -0.360
N (4.95, -9.57, 6.92)  0.052
C (4.12, -8.82, 6.13)  -0.503
C (4.75, -7.88, 5.28)  -0.673
C (4.38, -10.34, 8.04)  -0.927
H (8.60, -4.60, 0.27)  0.334
H (9.49, -4.03, 1.71)  0.397
H (7.94, -3.29, 1.39)  0.354
H (9.45, -6.44, 1.91)  0.468
H (8.68, -7.97, 3.89)  0.323
H (5.28, -5.36, 4.06)  0.434
H (6.22, -4.10, 2.25)  0.405
H (7.85, -8.89, 5.57)  0.198
H (6.83, -10.26, 7.30)  0.331
H (3.08, -8.81, 6.40)  0.429
H (4.10, -7.30, 4.64)  0.344
H (4.80, -11.34, 8.08)  0.320
H (3.29, -10.45, 8.03)  0.315
H (4.70, -9.76, 8.91)  0.392
C (-0.46, -7.26, -0.64)  -0.973
N (0.65, -8.25, -0.41)  0.104
C (0.48, -9.05, 0.62)  -0.157
C (1.43, -10.09, 0.89)  -0.996
C (2.51, -10.30, 0.04)  0.955
C (2.72, -9.29, -0.92)  -0.783
C (1.78, -8.31, -1.20)  -0.438
C (3.41, -11.41, 0.31)  0.917
C (2.95, -12.58, 0.97)  -1.020
C (3.80, -13.63, 1.05)  -0.144
N (5.12, -13.50, 0.84)  0.083
C (5.61, -12.30, 0.43)  -0.388
C (4.78, -11.23, 0.07)  -0.755
C (6.02, -14.62, 1.17)  -0.969
H (-0.08, -6.24, -0.51)  0.365
H (-1.36, -7.34, -0.04)  0.327
H (-0.94, -7.29, -1.62)  0.354
H (-0.47, -9.06, 1.14)  0.314
H (1.41, -10.72, 1.76)  0.464
H (3.51, -9.32, -1.65)  0.418
H (1.88, -7.60, -2.01)  0.458
H (1.91, -12.77, 1.18)  0.395
H (3.51, -14.66, 1.23)  0.354
H (6.68, -12.13, 0.48)  0.389
H (5.13, -10.22, -0.04)  0.398
H (6.66, -14.89, 0.33)  0.314
H (5.52, -15.54, 1.47)  0.302
H (6.57, -14.21, 2.01)  0.394
O (-6.02, 0.23, 4.14)  -0.466
C (-6.11, 0.75, 5.36)  0.674
O (-7.11, 1.44, 5.64)  -0.663
O (-5.14, 0.44, 6.13)  -0.675
H (-5.64, -0.61, 4.38)  0.329
O (5.35, 9.28, 2.88)  -0.396
C (6.28, 8.49, 2.49)  0.764
O (6.50, 7.29, 2.71)  -0.474
O (7.17, 8.93, 1.81)  -0.495
H (4.91, 8.49, 3.22)  0.343
O (8.66, 2.00, 6.89)  -0.429
C (8.67, 2.09, 5.57)  0.739
O (9.52, 2.82, 5.01)  -0.543
O (7.84, 1.48, 4.86)  -0.599
H (7.89, 1.43, 7.04)  0.324
O (-3.01, -4.53, 7.07)  -0.405
C (-2.83, -5.14, 5.98)  0.731
O (-2.22, -6.19, 5.92)  -0.636
O (-3.27, -4.59, 4.91)  -0.700
H (-3.09, -3.69, 6.61)  0.327
O (3.04, -3.08, 10.29)  -0.492
C (2.76, -1.78, 10.03)  0.718
O (1.58, -1.53, 10.03)  -0.626
O (3.65, -1.09, 9.51)  -0.627
H (2.10, -3.25, 10.42)  0.326
O (5.10, -2.91, -4.01)  -0.467
C (5.63, -2.12, -5.03)  0.622
O (6.38, -2.66, -5.83)  -0.708
O (5.38, -0.90, -5.06)  -0.738
H (5.78, -3.55, -4.22)  0.292
O (8.20, 4.40, -4.40)  -0.424
C (8.58, 4.72, -3.21)  0.785
O (9.29, 5.67, -2.84)  -0.476
O (8.34, 4.06, -2.16)  -0.474
H (7.82, 3.52, -4.29)  0.353
O (1.35, 9.10, 7.84)  -0.440
C (1.26, 7.79, 7.59)  0.652
O (0.49, 7.05, 8.25)  -0.661
O (1.85, 7.34, 6.60)  -0.662
H (1.21, 9.06, 8.79)  0.311

Calculated values
LUMO (eV): -5.53
Maximum force (eV/Å): 5.855
Gap between HOMO and LUMO (eV): 0.740
Charge: +1
Electronic energy (eV): -133524.7552